A.
A molecular structure, C10H37Ca2O15PS, computed with ωB97M-V/def2-TZVPD.

## Properties
LUMO level: -7.78 eV
total charge: +2

Positions of all 66 atoms, in Å:
Ca: -2.4809 -3.1902 19.8487
Ca: -1.2969 1.5384 18.5190
S: -3.3967 -0.3543 17.8188
O: -3.2272 -1.6876 18.4394
O: -2.1636 0.0248 17.0562
O: -4.6174 -0.3399 17.0695
O: -3.3405 0.6834 18.8946
C: -4.5239 -3.2966 15.2267
O: -5.4821 -2.2694 15.3049
H: -3.5383 -2.9197 14.9058
H: -4.3889 -3.8570 16.1610
H: -4.8029 -3.9765 14.4227
H: -5.2317 -1.6923 16.0426
C: -6.3996 0.7605 20.7693
O: -5.3668 1.6888 20.4395
H: -7.2205 0.8343 20.0517
H: -6.0240 -0.2642 20.8223
H: -6.8266 1.0874 21.7170
H: -4.7963 1.2982 19.7700
C: 1.0949 0.7143 15.9097
O: 0.5519 0.6849 17.2505
H: 0.3607 1.1692 15.2483
H: 2.0365 1.2515 15.8269
H: 1.1900 -0.3048 15.5381
H: 0.9163 -0.0629 17.7332
C: -8.0503 0.0624 16.0296
O: -7.3002 0.3312 17.2072
H: -8.9016 0.7372 15.9705
H: -7.4422 0.2643 15.1430
H: -8.3758 -0.9785 15.9867
H: -6.3568 0.2138 17.0522
C: -0.8797 -3.0531 17.1914
O: -0.5617 -3.7688 18.4181
H: -0.4481 -3.4946 16.2940
H: -1.9530 -3.1339 17.0218
H: -0.6656 -1.9864 17.2400
H: 0.2718 -3.3572 18.6787
C: -2.7381 -0.7902 22.5325
O: -3.1354 -1.2263 21.2032
H: -3.3979 0.0335 22.8015
H: -2.8680 -1.6335 23.2035
H: -1.7051 -0.4401 22.5921
H: -3.1945 -0.4302 20.6517
C: -2.4766 0.1352 13.7634
O: -1.5227 -0.6559 14.4822
H: -2.7467 1.0418 14.3119
H: -2.1100 0.3522 12.7661
H: -3.4007 -0.4458 13.6744
H: -1.7386 -0.5730 15.4205
C: -6.8009 -6.5242 20.0787
O: -6.4274 -5.4757 20.9828
P: -6.1462 -3.9829 20.5607
O: -4.6976 -3.6912 20.4150
O: -6.8741 -3.1415 21.6878
C: -6.1640 -2.6476 22.8249
O: -7.0436 -3.7870 19.2764
C: -6.9654 -2.5313 18.5687
H: -7.6523 -7.0509 20.5090
H: -5.9725 -7.2186 19.9633
H: -7.1708 -6.1753 19.1161
H: -6.3930 -1.5890 22.9388
H: -5.0790 -2.7442 22.7678
H: -6.4981 -3.1664 23.7220
H: -6.9600 -2.7587 17.5040
H: -6.0212 -2.0155 18.7559
H: -7.7879 -1.8655 18.8104

Atomic partial charges in e from the natural (NBO) method, atoms 1 to 2:
1 Ca 1.885
2 Ca 1.895

=====

B.
A molecular structure, C10H37Ca2O15PS, computed with ωB97M-V/def2-TZVPD.

## Properties
LUMO level: -7.89 eV
total charge: +2

Positions of all 66 atoms, in Å:
Ca: 0.2840 -2.8385 1.0022
Ca: -3.6558 0.2349 1.9773
S: -1.4448 0.1735 0.1471
O: -0.5973 -0.9754 0.3110
O: -1.6578 0.9411 1.3584
O: -1.1046 0.9629 -0.9692
O: -2.8127 -0.3142 -0.0557
C: -3.1987 2.0612 -3.5305
O: -3.1690 2.1109 -2.1256
H: -3.1165 1.0178 -3.8347
H: -4.1331 2.4577 -3.9277
H: -2.3258 2.6014 -3.8972
H: -2.4710 1.5886 -1.7237
C: 2.0714 -3.6633 -1.9047
O: 1.0863 -2.9015 -1.2214
H: 2.7668 -2.9085 -2.2717
H: 2.5825 -4.3800 -1.2618
H: 1.6520 -4.1900 -2.7619
H: 0.8443 -2.1634 -1.7855
C: -0.7335 -0.9207 -3.8319
O: 0.0714 -0.7864 -2.6799
H: -0.1771 -1.5126 -4.5586
H: -1.5740 -1.5852 -3.6311
H: -1.0750 0.0316 -4.2375
H: -0.3749 -0.1957 -2.0689
C: -2.3137 0.7955 5.3190
O: -2.3996 0.1448 4.0719
H: -3.0358 1.6115 5.2899
H: -2.5875 0.1849 6.1794
H: -1.3339 1.1639 5.6232
H: -2.1304 -0.7642 4.2228
C: 0.2946 3.6448 -1.0831
O: 0.2026 2.7367 -2.1428
H: -0.6346 3.8445 -0.5496
H: 0.9947 3.2332 -0.3560
H: 0.6342 4.5861 -1.5152
H: -0.2428 1.9489 -1.8225
C: -0.0592 3.0614 3.7009
O: -0.1526 3.0160 2.2982
H: 0.1508 2.1024 4.1746
H: 0.6208 3.8537 4.0140
H: -0.9990 3.4371 4.1057
H: -0.8022 2.3876 1.9745
C: -4.0650 -3.0508 -0.7135
O: -3.6850 -2.1122 -1.6803
H: -4.9063 -2.6477 -0.1497
H: -4.3506 -4.0011 -1.1648
H: -3.2437 -3.2043 -0.0135
H: -3.2255 -1.3689 -1.2828
C: 2.4080 1.1807 1.9805
O: 3.5319 0.3959 1.8843
P: 3.5282 -0.9361 0.9507
O: 2.3407 -1.7677 1.0891
O: 4.9437 -1.6132 1.2768
C: 5.4080 -2.8573 0.7399
O: 3.7927 -0.3555 -0.5651
C: 2.8359 0.3622 -1.3213
H: 2.4783 2.0421 1.3164
H: 2.2083 1.4716 3.0118
H: 1.5546 0.5963 1.6366
H: 4.6968 -3.3464 0.0743
H: 5.8685 -3.5184 1.4741
H: 6.2457 -2.7275 0.0547
H: 1.8743 0.4981 -0.8264
H: 2.6746 -0.2494 -2.2090
H: 3.1426 1.3745 -1.5846

Atomic partial charges in e from the natural (NBO) method, atoms 1 to 2:
1 Ca 1.896
2 Ca 1.891

=====

A is preferred energetically. Next in line: 225.6 kJ/mol higher.

=====

A.
C4H8N4O in the gas phase, computed with ωB97M-V/def2-TZVPD.

## Properties
LUMO level: 0.70 eV

Positions of all 17 atoms, in Å:
C: 0.1880 -1.3009 1.7005
C: -0.5024 0.0663 -0.1391
C: -1.3244 -0.9583 -0.8626
C: -0.0952 0.8886 -1.3495
H: -0.7184 -1.9472 1.5728
H: 1.0517 -1.9697 2.0208
H: -0.1219 -0.5178 2.4635
H: 1.1339 -1.1116 -0.1754
H: -1.1169 0.6690 0.5771
H: -1.6846 -1.8256 -0.3512
H: 1.8418 3.0138 -0.2758
H: 1.1774 1.6848 0.4963
N: 0.6113 -0.5705 0.4842
N: -1.3640 -0.8300 -2.1360
N: 0.5949 1.9387 -1.3939
N: 0.9816 2.4462 -0.1289
O: -0.6527 0.3241 -2.5027

Atomic partial charges in e from the natural (NBO) method, atoms 1 to 2:
1 C -0.423
2 C -0.214

=====

B.
C4H8N4O in the gas phase, computed with ωB97M-V/def2-TZVPD.

## Properties
LUMO level: 0.93 eV

Positions of all 17 atoms, in Å:
C: 0.5018 -0.6824 0.7092
C: 0.8773 0.6188 -0.0325
C: 0.2859 1.8621 0.6045
C: -1.6415 0.9162 -0.5276
H: 1.3535 -1.3818 -1.8463
H: -0.3702 -1.1143 -1.6461
H: 0.0811 -2.6076 0.3464
H: -0.1630 -1.5927 2.2457
H: 1.8359 0.6708 -0.5147
H: -0.2689 1.7170 1.5085
H: 0.8803 2.8116 0.4776
H: -2.2314 1.8509 -0.3419
N: 0.4161 -1.7294 -1.4542
N: 0.6938 -1.7971 -0.0368
N: 0.0906 -0.6538 1.9268
N: -0.2760 1.2997 -0.5883
O: -2.0653 -0.1881 -0.8304

Atomic partial charges in e from the natural (NBO) method, atoms 1 to 2:
1 C 0.424
2 C -0.126

=====

B is preferred energetically. Next in line: 73.1 kJ/mol higher.